[1]
Molecular formula: C2H5N4
Method: DFT, the ωB97M-V functional and the def2-TZVPD basis

CARTESIAN COORDINATES (ANGSTROEM)
C -0.16884 -0.07824 0.29130
C -1.04072 0.93228 0.83829
N 0.11517 1.28048 -0.02019
N -2.03572 1.35651 1.37787
N 0.09247 -1.21008 -0.28707
N 1.08720 -1.37783 -1.16256
H -2.16091 2.29218 1.24217
H -0.34650 -2.00443 0.03467
H 1.68215 -2.18245 -0.97474
H 1.06644 1.51893 -0.11902
H 1.70925 -0.52735 -1.22071

Cartesian forces (eV/Å) of the 6 atoms listed first:
C -0.87 2.22 -1.69
C 1.97 -0.43 -0.68
N -1.57 -4.23 0.64
N -0.37 -3.00 0.41
N 0.35 2.81 1.90
N 2.72 1.08 -1.70

Values from the calculation:
* SMILES: [H]/N=c1\[nH]\c1=[NH+]/N
* spin multiplicity: 1
* total charge: +1
* HOMO level: -15.0 eV

=====

[2]
Molecular formula: C3H4S2
Method: DFT, the ωB97M-V functional and the def2-TZVPD basis

CARTESIAN COORDINATES (ANGSTROEM)
C -1.86298 0.05544 0.93083
C -1.73689 0.60377 -0.12543
C 1.30505 0.15249 -1.06480
S 2.41273 0.58936 0.33891
S 1.33562 -1.13247 0.17455
H -2.04913 -0.41032 1.85662
H 0.17224 -0.75557 0.80721
H -1.52268 1.09840 -1.02636
H 1.94603 -0.20110 -1.89153

Cartesian forces (eV/Å) of the 6 atoms listed first:
C -0.21 0.11 -0.18
C 0.17 -0.15 0.45
C -0.13 0.41 -0.85
S 0.06 -0.03 0.25
S -0.16 -0.07 0.31
H -0.11 -0.19 0.40

Values from the calculation:
* spin multiplicity: 1
* total charge: 0
* HOMO level: -7.8 eV

=====

[3]
Molecular formula: C28H29AsF5IrOSi2Te
Method: DFT, the ωB97M-V functional and the def2-TZVPD basis

CARTESIAN COORDINATES (ANGSTROEM)
Ir -0.12592 -1.42361 -0.22341
C 2.81642 -2.82412 -1.60346
Si 2.25295 -1.28029 -0.72474
C 2.79399 0.22360 -1.69638
C 2.94072 -1.11474 1.02282
C 4.30313 -0.82606 1.14084
C 4.90682 -0.74163 2.38621
C 4.15465 -0.94868 3.53500
C 2.80062 -1.22837 3.43107
C 2.17719 -1.30797 2.18299
Si 0.32911 -1.61725 2.14125
C -0.58864 -0.29719 3.07981
C 0.11195 -3.32663 2.84923
H 3.90886 -2.83125 -1.64710
H 2.43996 -2.85860 -2.62736
H 2.49470 -3.73058 -1.08908
H 3.88501 0.22026 -1.77518
H 2.50636 1.15741 -1.21853
H 2.40985 0.21806 -2.71830
H 4.90915 -0.66933 0.25488
H 5.96306 -0.51868 2.46148
H 4.62352 -0.89345 4.50864
H 2.23053 -1.38843 4.34082
H -0.37044 -0.41651 4.14497
H -1.66934 -0.35796 2.95148
H -0.24176 0.69200 2.78017
H 0.50773 -3.23233 3.86808
H 0.74618 -4.04109 2.32371
H -0.88897 -3.72553 2.94358
F -2.27466 -4.44537 -1.54246
Te -2.40074 -3.60166 0.09719
F -4.20873 -3.68928 -0.15502
F -2.73202 -3.01864 1.83483
F -2.10578 -5.22653 0.89212
F -0.41113 -3.58631 -0.18074
O -2.13200 -1.88080 -0.44890
C 2.03548 4.69794 -0.15292
C 1.41689 4.41208 -1.36204
C 0.64443 3.26772 -1.49702
C 0.49769 2.41635 -0.40896
C 1.12087 2.69297 0.80275
C 1.88901 3.83987 0.92911
As -0.63977 0.87996 -0.56749
C -1.32613 0.73835 -2.35225
C -0.64914 0.40285 -3.51348
C -1.36670 0.26353 -4.69410
C -2.74324 0.44446 -4.69043
C -3.41876 0.76757 -3.52201
C -2.71448 0.91621 -2.33490
C -3.29626 1.26585 -1.02211
C -4.64131 1.50958 -0.77412
C -5.05320 1.87654 0.49784
C -4.13555 2.02138 1.53045
C -2.79104 1.76188 1.30367
C -2.38942 1.37036 0.03900
H 2.63704 5.59145 -0.05387
H 1.53541 5.07996 -2.20458
H 0.16022 3.04676 -2.44017
H 1.02875 2.01562 1.64341
H 2.37645 4.06040 1.86917
H 0.42382 0.25969 -3.51103
H -0.85432 0.01368 -5.61297
H -3.29930 0.33133 -5.61148
H -4.49219 0.90031 -3.54451
H -5.37139 1.41808 -1.56724
H -6.10262 2.06196 0.68401
H -4.46661 2.33429 2.51124
H -2.07705 1.87857 2.10651

Cartesian forces (eV/Å) of the 6 atoms listed first:
Ir -0.41 0.55 0.80
C -0.09 -0.06 0.10
Si -0.03 0.10 -0.17
C -0.03 -0.09 -0.13
C -0.01 -0.08 -0.08
C 0.02 0.00 0.04

Values from the calculation:
* spin multiplicity: 2
* total charge: +1
* HOMO level (spin up / spin down): -11.5 / -11.5 eV

=====

[4]
Molecular formula: C17H39FInNOP
Method: DFT, the ωB97M-V functional and the def2-TZVPD basis

CARTESIAN COORDINATES (ANGSTROEM)
C 4.44479 -0.06180 1.16455
C 4.86456 0.44133 -0.35617
C 3.42824 0.68044 -1.16855
C 2.69849 2.10070 -0.68065
C 1.74662 2.75570 -1.85559
C 0.54594 1.67480 -2.17753
C -0.86427 2.35847 -2.66837
C -1.54824 3.37310 -1.57563
C -2.60462 2.60470 -0.53437
C -1.73051 2.04365 0.76946
C -2.69451 1.36038 1.90446
C -1.95676 0.96446 3.31164
C -0.46542 0.31997 3.17459
C -0.36832 -1.20936 2.63564
C -1.75479 -2.05665 2.53975
In -1.41519 -3.59175 0.84516
C 0.64425 -3.35098 -0.13036
C 0.81519 -4.24457 -1.49703
F 1.77416 -3.73843 0.77913
P -3.19158 -3.15448 -0.93515
N -2.63996 -3.59556 -2.57109
O -3.45888 -1.40593 -0.95307
H 5.31198 0.04416 1.94506
H 4.16316 -1.20010 1.09287
H 3.52271 0.55604 1.53848
H 5.53685 1.41690 -0.34171
H 5.51043 -0.41312 -0.85393
H 3.55462 0.63984 -2.33629
H 2.69469 -0.18120 -0.81810
H 3.53522 2.87707 -0.39580
H 2.04041 1.85377 0.26010
H 1.33352 3.82669 -1.55404
H 2.39873 2.89694 -2.81850
H 0.43111 0.92017 -1.27820
H 0.93603 1.01604 -3.09188
H -0.68966 2.97254 -3.66985
H -1.63186 1.46773 -2.85576
H -0.74587 3.88215 -0.88946
H -2.08006 4.24341 -2.17624
H -3.45687 3.33731 -0.20567
H -3.12718 1.73363 -1.13613
H -1.06185 1.16192 0.32874
H -1.06912 2.93648 1.15350
H -3.53861 2.15637 2.18024
H -3.26489 0.47301 1.37685
H -2.68524 0.21976 3.89415
H -1.92175 1.94197 3.97882
H 0.04111 0.39620 4.24899
H 0.22228 0.98491 2.46139
H 0.33983 -1.79883 3.39551
H 0.23542 -1.21016 1.60868
H -1.93415 -2.71837 3.51143
H -2.70570 -1.46629 2.20651
H -1.51422 -5.28779 1.45219
H 0.87052 -2.22505 -0.43293
H -0.25728 -4.50491 -1.89203
H 1.39517 -3.69637 -2.35285
H 1.35104 -5.26911 -1.27327
H -2.68086 -2.77454 -3.22628
H -3.31295 -4.31640 -2.92032
H -4.01590 -1.16096 -0.13516

Cartesian forces (eV/Å) of the 6 atoms listed first:
C 0.24 -0.05 -0.40
C -0.55 -0.33 0.25
C -0.12 0.13 0.80
C 0.30 0.07 -0.51
C 0.08 -0.69 0.30
C 0.47 -0.04 -1.04

Values from the calculation:
* spin multiplicity: 1
* total charge: -1
* HOMO level: -3.3 eV

=====

[5]
Molecular formula: C14H16O
Method: DFT, the ωB97M-V functional and the def2-TZVPD basis

CARTESIAN COORDINATES (ANGSTROEM)
C 0.91006 -1.23266 -3.43458
C -1.99118 1.71784 -2.42299
C -0.74168 2.16135 -2.92430
C -2.31841 0.36214 -2.30602
C 0.16685 1.20107 -3.41120
C -1.38929 -0.61211 -2.79500
C -0.17037 -0.16823 -3.22728
H -2.63411 2.60786 -2.16425
H -0.40469 3.17897 -2.89296
H -3.39545 0.24840 -1.90025
H 1.27833 1.45024 -3.54015
H -1.69045 -1.60949 -2.88986
H 1.03816 -1.33608 -4.57144
H 0.63980 -2.30994 -2.95257
H 1.84164 -0.90420 -3.01812
C 0.25048 -1.92912 4.91897
C 1.96192 -0.14582 2.01506
C 0.79850 0.40182 1.35511
C 1.67105 -0.87951 3.11587
C 0.43147 -0.98470 3.73505
C -0.46482 0.31857 1.92929
C -0.63166 -0.57569 2.96824
O 1.16408 0.99158 0.13630
H 2.98798 0.11894 1.75327
H 2.40636 -1.60347 3.66475
H -1.33443 0.76402 1.43341
H 0.26343 1.07100 -0.33317
H 0.18426 -2.95428 4.63436
H -0.76438 -1.67547 5.44889
H -1.64068 -0.98657 3.36958
H 1.01416 -1.80225 5.77090

Cartesian forces (eV/Å) of the 6 atoms listed first:
C -1.26 -1.90 -1.31
C 0.65 1.80 -0.04
C 0.48 -2.04 -0.59
C -1.31 0.99 -0.41
C 0.71 -0.25 2.09
C -2.03 2.91 0.90

Values from the calculation:
* SMILES: Cc1ccc(O)cc1.Cc1ccccc1
* spin multiplicity: 1
* total charge: 0
* HOMO level: -8.3 eV

=====

[6]
Molecular formula: C3HNO2
Method: DFT, the ωB97M-V functional and the def2-TZVPD basis

CARTESIAN COORDINATES (ANGSTROEM)
C -0.20228 -0.12810 0.14311
C -0.57812 -0.18139 2.05462
C -1.85559 -0.67731 1.32075
N -1.25966 -0.80448 0.02316
O 0.04738 -0.37382 3.01992
O -2.99017 -0.71593 1.64332
H 0.49725 0.20936 -0.59071

Cartesian forces (eV/Å) of the 6 atoms listed first:
C -0.86 -0.13 3.25
C 2.19 -0.01 -1.54
C -1.13 0.04 0.16
N 0.06 -0.06 -1.03
O -0.79 0.29 -0.40
O 0.30 -0.17 0.05

Values from the calculation:
* spin multiplicity: 1
* total charge: 0
* HOMO level: -10.0 eV

=====

no.,E (eV)
1,-8104.0957
2,-24840.6255
3,-131863.1197
4,-38972.1549
5,-16822.7423
6,-8709.0980